97
Properties=species:S:1:pos:R:3 method="wB97M-V/def2-TZVPD" de_lowest_kcal_mol=0.00 total_charge=-2
H 2.670 -1.523 5.771
C -1.584 -3.751 1.271
H -1.256 -4.187 -1.674
H 1.000 -3.232 -2.514
H 2.974 0.706 6.549
N -0.568 3.146 0.602
Ba -0.494 -0.101 -0.273
C -1.791 -5.243 1.515
C -1.996 3.491 0.815
H 0.352 1.175 -4.833
C 1.582 1.264 4.944
C 2.808 0.580 0.530
H 2.019 2.150 6.876
H 0.453 3.191 -3.853
O 0.079 -0.869 -2.428
H -2.559 -5.409 2.278
C 4.297 -0.747 4.511
H -0.389 4.746 -0.689
H 2.903 -2.372 4.244
C 0.255 2.698 -2.888
H -2.718 1.376 -3.631
H 1.282 0.559 6.993
H -0.727 -0.188 6.209
As 1.538 -0.357 3.798
C -3.758 -0.515 -0.207
H -0.848 -0.993 3.883
H 0.192 3.457 2.577
C 0.841 -4.270 -2.215
C -0.394 -1.204 5.980
H 0.172 -2.376 4.241
H 5.099 -1.387 4.892
O -0.890 0.442 1.974
H -2.149 3.592 -1.638
P -0.154 -3.231 0.208
C 1.987 1.155 6.416
C 2.914 -1.383 4.714
H 0.439 -1.450 6.645
H 0.626 -4.839 -3.124
H -4.864 1.201 -0.911
N 1.763 2.473 -0.869
H -2.179 3.754 1.863
H 1.786 4.529 -1.351
H 3.386 -3.883 1.522
H 0.580 1.692 4.858
C 0.323 -0.607 -3.643
H 3.541 2.549 0.291
C 1.239 -4.025 1.165
C 0.202 4.259 0.087
H 2.354 4.113 0.255
H 1.781 -4.651 -1.800
H 2.632 -2.330 1.128
H 3.660 1.557 -1.161
C -3.872 0.768 -1.089
H 0.364 5.019 0.873
H -2.228 4.378 0.227
H -3.739 3.113 -2.222
C 0.045 2.636 1.861
O -1.393 1.869 3.635
N -2.791 1.767 -0.883
H -0.343 -5.438 -0.812
H 2.419 2.694 -2.865
H -2.883 1.565 1.193
H 2.251 1.949 4.419
C -2.095 2.181 -3.244
H -2.467 -3.289 0.823
C -0.297 -4.414 -1.195
C 1.603 2.213 -2.302
H 1.256 -5.102 0.962
H -2.123 -5.755 0.607
H -4.000 2.768 0.575
H 4.378 0.220 5.019
H 1.010 2.177 1.630
H -0.878 -5.741 1.859
C 2.996 1.841 -0.334
H -2.113 2.990 -3.996
O 0.960 -1.263 -4.475
O 3.706 0.324 1.336
H 0.985 -3.881 2.222
H -1.220 0.385 -4.682
H -1.220 -1.878 6.228
H 2.915 -3.501 -0.145
C -0.336 0.700 -4.123
C -0.838 1.564 2.570
O -2.630 -1.101 -0.324
N -0.745 1.645 -3.066
O 1.736 -0.058 0.270
H -1.433 -3.228 2.224
H -3.822 0.402 -2.118
C 2.620 -3.400 0.904
C -2.977 2.367 0.456
C 1.599 3.870 -0.490
H 1.694 1.135 -2.447
H -0.166 3.453 -2.228
O -4.746 -0.879 0.435
H 4.479 -0.555 3.450
C -2.734 2.733 -1.966
C -0.018 -1.331 4.507